Record 1
86
Properties=species:S:1:pos:R:3:mulliken_charge:R:1 method="wB97M-V/def2-TZVPD" multiplicity=4 gap_ev="7.848 / 5.352" charge=+2
As 1.87 2.26 2.82 0.854
Ge -2.26 -1.79 0.93 -0.485
V -0.24 0.11 -0.07 -0.102
S -1.98 1.72 -0.54 -0.556
S 1.47 0.51 1.67 -0.452
O -2.06 0.15 1.38 0.214
O -0.45 -1.94 1.25 0.206
O -1.61 -1.14 -0.79 1.061
N -1.43 4.34 -0.23 -0.063
N 0.70 1.66 -0.99 2.414
N 1.12 -0.78 -1.25 1.504
N 0.36 2.99 -0.75 -1.438
C -0.91 3.13 -0.47 0.126
C -3.72 -0.94 -1.98 -1.509
C -0.74 5.59 -0.59 -0.515
C 2.19 -2.70 -2.17 -1.332
C 1.60 -2.95 2.07 -1.306
C 2.86 -0.51 -2.86 -0.828
C -1.53 -0.79 -3.18 -1.251
C 0.64 3.71 2.67 -0.572
C -2.65 0.72 2.60 1.793
C 1.92 0.01 -2.01 0.341
C -3.84 -0.15 3.02 -1.824
C -1.60 0.74 3.69 -1.354
C -0.44 -2.87 3.50 -1.602
C -2.28 -2.97 -2.21 -1.470
C -0.85 5.90 -2.08 -1.069
C 0.08 -3.03 2.08 1.020
C 3.00 -1.89 -2.94 -0.877
C 1.98 1.76 4.65 -1.048
C 2.36 2.54 -2.54 -1.761
C -0.38 -4.36 1.49 -1.477
C 1.25 -2.11 -1.34 -1.180
C 3.59 2.95 2.36 -1.102
C -2.29 -1.46 -2.05 1.112
C 1.65 1.45 -1.83 0.718
C -3.14 2.13 2.33 -1.816
H -4.26 -1.22 -2.89 0.564
H -0.73 1.30 3.35 -0.414
H 3.48 0.15 -3.46 0.394
H -1.35 0.27 -2.96 0.049
H -3.76 0.15 -1.90 0.234
H -2.11 -0.84 -4.09 0.637
H -1.18 6.38 0.01 0.514
H 0.58 -2.68 -0.72 1.096
H 0.98 4.49 3.36 0.561
H 0.30 5.49 -0.31 0.220
H -2.30 2.78 2.06 0.141
H 2.26 -3.77 -2.21 0.592
H -4.57 -0.22 2.21 0.374
H 2.00 -3.07 1.06 0.121
H -3.52 -1.15 3.30 0.499
H -0.36 3.39 2.94 0.328
H 2.27 2.64 5.23 0.445
H 2.01 -3.74 2.69 0.553
H -1.90 6.00 -2.38 0.321
H 3.22 2.17 -3.09 0.529
H -1.26 -3.35 -2.21 0.201
H -2.00 1.22 4.59 0.538
H 4.31 2.15 2.44 0.405
H -4.33 0.30 3.88 0.486
H -4.26 -1.37 -1.14 0.370
H -0.39 5.12 -2.68 0.207
H -1.47 -4.44 1.48 0.361
H -0.57 -1.28 -3.36 0.218
H 2.67 3.31 -1.84 0.340
H -1.53 -2.86 3.52 0.361
H 2.73 0.99 4.75 0.393
H -0.07 -1.94 3.93 0.214
H -2.84 -3.46 -1.41 0.352
H -0.35 6.85 -2.30 0.400
H -0.02 -4.47 0.46 0.246
H 1.02 1.39 5.00 0.336
H -2.44 4.37 -0.19 0.331
H -3.61 2.53 3.22 0.542
H 3.84 3.76 3.05 0.435
H 0.66 4.07 1.65 -0.136
H 3.56 3.33 1.34 0.326
H 0.01 -5.19 2.07 0.503
H -2.75 -3.25 -3.16 0.515
H -0.10 -3.70 4.12 0.560
H -3.87 2.14 1.52 0.366
H 1.94 -1.99 2.46 0.189
H 1.67 3.02 -3.25 0.284
H 3.73 -2.33 -3.61 0.492
H -1.27 -0.27 3.95 0.032

Record 2
64
Properties=species:S:1:pos:R:3:mulliken_charge:R:1 method="wB97M-V/def2-TZVPD" gap_ev=6.099 charge=+3
Tl -1.52 -4.08 -1.57 0.882
N -0.71 -1.34 -1.60 -0.725
N -0.46 -3.02 0.50 -0.356
N -1.76 -1.50 -3.65 -0.624
N 1.64 -2.51 -3.70 -0.204
C -0.58 1.74 -0.78 -0.202
C -0.76 0.63 -0.06 -0.865
C -3.35 0.30 -3.97 -0.518
C -0.32 1.66 -2.29 0.783
C 2.05 0.53 -1.98 -0.624
C -0.59 -0.79 -0.44 -0.518
C -0.25 -1.70 0.70 -0.768
C -0.97 -0.62 -2.84 1.726
C 0.28 -1.21 1.87 0.439
C 0.62 -2.08 2.92 0.016
C 1.20 -1.52 4.21 1.939
C -2.68 1.20 -3.19 -0.689
C 2.52 -0.80 3.88 -1.499
C -2.82 -1.05 -4.20 -0.584
C -0.72 3.15 -0.22 1.379
C -0.99 3.13 1.29 -1.968
C -1.43 0.80 -2.73 -0.857
C 0.93 0.96 -2.87 -0.741
C 2.40 -0.76 -2.18 -0.919
C 1.52 -1.34 -3.16 -0.059
C -0.15 -3.84 1.49 -0.608
C 0.60 3.88 -0.49 -1.505
C 0.44 -0.36 -3.52 -0.395
C 1.48 -2.62 5.24 -2.163
C 0.38 -3.42 2.71 -0.510
C 0.20 -0.52 4.81 -1.391
C -1.88 3.88 -0.91 -1.551
H -1.05 4.15 1.65 0.432
H 0.60 -4.16 3.46 0.631
H 0.60 -0.12 5.74 0.468
H 2.95 -0.39 4.80 0.463
H 0.01 0.32 4.14 0.228
H 1.89 -2.18 6.14 0.423
H 3.25 -1.49 3.46 0.378
H 2.56 1.21 -1.32 0.542
H 0.46 -0.16 1.99 1.005
H 0.33 -0.30 -4.60 0.731
H 0.97 -2.84 -4.39 0.286
H -0.75 -1.00 5.04 0.394
H -0.34 -4.90 1.33 0.364
H 3.23 -1.28 -1.72 0.531
H -1.00 0.76 0.99 1.398
H 0.82 3.99 -1.55 0.333
H -1.98 4.87 -0.46 0.522
H -0.41 2.67 -2.69 1.449
H 2.21 -3.35 4.87 0.450
H -4.27 0.58 -4.47 0.524
H -3.04 2.21 -3.05 0.564
H -2.83 3.36 -0.75 0.308
H -1.73 4.04 -1.98 0.348
H -1.93 2.64 1.53 0.442
H 1.35 1.62 -3.64 0.679
H 0.54 4.89 -0.08 0.467
H 2.38 0.03 3.19 0.278
H 2.42 -3.12 -3.49 0.296
H 0.56 -3.15 5.52 0.449
H -0.18 2.64 1.84 0.430
H -3.41 -1.73 -4.82 0.512
H 1.44 3.39 0.01 0.359

Record 3
125
Properties=species:S:1:pos:R:3:mulliken_charge:R:1 method="wB97M-V/def2-TZVPD" gap_ev=6.754 charge=+2
Zr -0.57 0.41 1.71 -0.113
S 1.31 1.24 -1.23 1.847
S -1.32 -1.85 -0.64 1.513
S 2.55 0.93 2.62 0.925
S 0.12 -0.66 -2.88 1.558
O 1.11 1.45 2.64 -0.929
N 1.40 -0.07 -2.21 0.055
N 1.08 -2.59 1.59 0.591
N 0.33 1.24 -0.15 0.130
N -1.57 -1.08 0.58 -0.237
N -1.49 1.66 3.23 0.836
N -1.13 -1.03 -2.05 0.268
N -1.28 -0.90 3.51 0.258
N -2.32 1.82 0.78 0.085
C 1.68 -4.48 0.30 -0.848
C -1.93 2.30 -4.61 -0.194
C -2.96 1.76 -0.37 -0.621
C 5.08 0.24 -0.15 -0.836
C 2.29 -0.86 2.78 0.494
C -1.85 -0.85 5.87 1.074
C 2.11 -2.35 -3.77 -0.677
C 1.64 -4.16 -5.28 -0.631
C 0.88 -3.32 0.43 -0.390
C -1.63 4.14 3.46 -0.768
C -1.56 -2.94 4.72 -1.435
C -4.79 -3.12 -2.32 -0.931
C -0.54 0.43 -4.10 -0.073
C -3.59 2.88 -0.95 -1.132
C -1.78 2.94 2.79 0.199
C 1.54 -5.38 -0.72 -1.118
C -1.58 -0.21 4.65 -0.449
C -2.84 4.19 0.93 1.199
C -3.14 -3.81 -0.19 -0.409
C 1.84 2.76 -3.48 -0.405
C -1.43 2.30 -5.91 -0.820
C -3.50 4.09 -0.31 -0.940
C -5.14 -4.15 -1.47 -0.612
C -3.60 -2.43 -2.13 -0.033
C 3.80 0.16 -0.69 -0.321
C 0.29 -3.82 -5.31 -0.856
C 5.58 1.47 0.29 -0.731
C 0.09 4.77 -2.66 -0.767
C -2.31 3.00 1.47 0.596
C -0.16 -2.74 -4.56 -0.295
C -0.06 -3.11 -0.59 0.718
C 4.63 0.95 4.39 -1.202
C -1.81 -2.26 5.88 -0.736
C 0.25 3.64 -1.87 0.063
C 3.19 1.43 4.22 -0.639
C 3.03 1.31 -0.77 0.894
C -0.48 1.36 -6.30 -0.896
C -2.35 1.27 6.85 -1.119
C -1.69 1.21 4.51 0.419
C 4.80 2.61 0.19 -0.861
C 0.76 -2.03 -3.80 0.190
C -2.22 -0.08 7.00 -0.994
C -2.09 5.35 2.89 -1.270
C 3.52 2.54 -0.34 -0.678
C -0.20 -4.05 -1.63 -0.317
C 2.54 -3.44 -4.51 -0.841
C 1.25 -1.12 1.66 -0.296
C -1.30 -2.22 3.55 0.360
C -1.49 1.36 -3.70 0.449
C 1.66 3.88 -4.26 -0.917
C 0.58 -5.17 -1.72 -1.016
C 1.87 -1.29 4.18 -2.071
C 1.13 2.65 -2.29 -0.476
C 0.79 4.89 -3.85 -0.724
C -2.71 5.38 1.67 -1.039
C -0.02 0.42 -5.39 -0.568
C -2.79 -2.78 -1.06 0.158
C -2.11 1.92 5.62 -0.878
C -4.32 -4.49 -0.40 -0.794
H 2.79 -1.76 -3.18 0.456
H -1.79 3.03 -6.63 0.457
H -1.56 -4.03 4.69 0.512
H 1.06 -0.66 4.57 0.235
H 6.58 1.53 0.69 0.494
H 0.44 -5.88 -2.52 0.526
H 1.99 -5.01 -5.86 0.433
H -0.98 -3.90 -2.36 0.524
H -5.43 -2.85 -3.15 0.488
H 1.75 -0.82 0.74 -0.140
H 0.73 -0.30 -5.69 0.557
H -2.67 1.87 7.69 0.421
H -3.95 4.98 -0.74 0.507
H 4.69 -0.14 4.40 0.304
H -3.10 6.31 1.27 0.477
H -2.49 -4.07 0.64 0.280
H -6.07 -4.69 -1.63 0.425
H -1.97 6.26 3.45 0.433
H -2.01 -2.79 6.80 0.478
H 5.19 3.57 0.52 0.463
H 5.70 -0.64 -0.09 0.505
H -4.60 -5.30 0.27 0.460
H 2.20 3.99 -5.19 0.481
H 5.27 1.33 3.60 0.273
H -2.66 3.04 -4.31 0.488
H 2.52 1.97 -3.78 0.435
H -2.96 0.80 -0.86 1.060
H 3.42 -0.79 -1.04 0.072
H 2.71 -1.25 4.87 0.449
H 2.43 -4.67 1.07 0.549
H 3.13 2.52 4.19 0.578
H 2.52 1.07 4.99 0.435
H 5.02 1.31 5.34 0.419
H 3.59 -3.71 -4.50 0.481
H -1.15 4.17 4.43 0.649
H 3.26 -1.30 2.52 0.876
H 1.78 -3.07 2.14 0.394
H -4.13 2.76 -1.87 0.595
H 1.50 -2.31 4.16 0.435
H -1.09 -2.73 2.62 0.343
H -2.41 -0.57 7.94 0.446
H -0.10 1.36 -7.31 0.471
H -3.31 -1.62 -2.79 0.423
H 2.90 3.43 -0.41 0.534
H 0.66 5.77 -4.46 0.456
H -0.58 5.55 -2.34 0.539
H -1.85 1.35 -2.68 -0.562
H -0.40 -4.38 -5.91 0.472
H -2.29 2.98 5.57 0.625
H -0.29 3.51 -0.94 0.304
H -1.20 -2.46 -4.57 0.555
H 2.18 -6.26 -0.75 0.460

Number 1: calculated total energy -7479.420619 a.u.. Number 2: calculated total energy -1438.553585 a.u.. Number 3: calculated total energy -4432.069892 a.u..